The following is a quantum chemistry calculation of a 2-piece molecular cluster, C3H4N2O overall, from OMol25.

The geometry in ORCA input format:
```
! wB97M-V def2-TZVPD RIJCOSX def2/J DEFGRID3
* xyz 0 1
C 0.7638 0.0533 1.1540
C -1.0391 -1.0685 0.9964
C 0.1895 0.2700 -0.0454
N -0.0616 -0.8172 1.8080
N 0.5917 1.3604 -1.9139
O -0.9428 -0.4283 -0.1719
H 1.6571 0.4300 1.5972
H -1.8740 -1.7160 1.1723
H 1.0909 0.5962 -2.3600
H -0.3755 1.3201 -2.2367
*
```

Summary:
Gap between HOMO and LUMO ... 9.27 eV

Atom charges from the natural (NBO) analysis, given in e for atoms 1 to 4:
1. C -0.205
2. C 0.297
3. C 0.408
4. N -0.437

The following is a quantum chemistry calculation of one molecule with the formula C3H4N2O, from OMol25.

The geometry in ORCA input format:
```
! wB97M-V def2-TZVPD RIJCOSX def2/J DEFGRID3
* xyz 0 1
C 1.5337 -0.1387 0.0153
C 0.1695 0.5263 -0.0274
O 0.0594 1.7243 -0.0699
N -0.9949 -0.2903 -0.1565
C -2.2980 0.0819 -0.1301
N -3.3484 0.4522 0.0891
H 2.3572 0.5735 0.1999
H 1.7799 -0.8041 -0.9006
H 1.5333 -0.8537 0.8931
H -0.7918 -1.2713 0.0872
*
```

Summary:
Gap between HOMO and LUMO ... 11.05 eV

Atom charges from the natural (NBO) analysis, given in e for atoms 1 to 4:
1. C -0.724
2. C 0.685
3. O -0.536
4. N -0.688

In order of appearance, E_tot = -8199.403, -8202.791 eV.
In order of appearance, E_LUMO = -0.42, 0.37 eV.
In order of appearance, energy relative to the best compared isomer or geometry (same formula, charge and spin) = 103.4, 25.2 kcal per mole.